{"formula": "C35H66N4OP", "method": "ωB97M-V/def2-TZVPD", "e_homo_ev": -11.627, "e_tot_ev": -54649.0412, "total_charge": 1, "species": ["C", "C", "C", "N", "C", "C", "C", "C", "C", "C", "C", "C", "C", "C", "C", "O", "C", "C", "C", "C", "N", "C", "C", "N", "P", "C", "C", "C", "N", "H", "H", "H", "H", "H", "H", "H", "H", "H", "H", "H", "H", "H", "H", "H", "H", "H", "H", "H", "H", "H", "H", "H", "H", "H", "H", "H", "H", "H", "H", "H", "H", "H", "H", "H", "H", "H", "H", "C", "C", "C", "C", "C", "C", "H", "H", "H", "H", "H", "H", "H", "H", "H", "H", "H", "H", "H", "H", "C", "C", "C", "C", "C", "C", "H", "H", "H", "H", "H", "H", "H", "H", "H", "H", "H", "H", "H", "H"], "xyz": [[3.38020, -2.41843, 1.70234], [2.46813, -2.80887, 0.98575], [1.25862, -3.16294, 0.02627], [1.73751, -3.59145, -1.32389], [0.73789, -4.35739, -2.15736], [0.02328, -3.33894, -3.14466], [-1.45850, -2.81054, -2.78444], [-2.27340, -3.76164, -1.79683], [-2.27091, -3.25464, -0.25511], [-3.67007, -2.61179, 0.18367], [-3.48702, -1.08382, 0.68073], [-2.94390, -0.27744, -0.60913], [-3.14277, 1.31816, -0.52306], [-2.36487, 1.91736, -1.80538], [-3.32898, 1.82109, -3.06910], [-3.02868, 0.68302, -3.91634], [-4.22646, 0.10733, -4.47238], [0.29969, -3.67617, -4.68469], [-0.59982, -3.16993, -5.80249], [-0.26251, -3.58112, -7.20589], [0.78867, -4.38370, -7.62464], [1.61675, -4.81249, -6.59841], [1.48351, -4.52601, -5.13277], [0.85637, -2.10761, -2.78395], [0.82686, -0.75117, -3.93184], [2.38779, -1.01649, -5.01169], [1.16513, 0.90059, -3.05589], [2.01755, -2.32949, -2.01664], [3.12672, -1.60667, -1.90651], [4.17713, -2.02457, 2.39369], [0.69288, -2.18043, -0.11002], [0.65441, -3.94174, 0.57186], [0.14392, -4.88961, -1.35928], [1.38405, -5.18106, -2.57435], [-1.35792, -1.80649, -2.25396], [-2.10690, -2.62874, -3.68760], [-3.36607, -3.75780, -2.10228], [-1.93445, -4.83940, -1.78874], [-2.02532, -4.10476, 0.46575], [-1.43558, -2.49950, -0.14137], [-4.19480, -3.24436, 0.97176], [-4.40932, -2.54264, -0.68717], [-2.63851, -1.11027, 1.44418], [-4.44599, -0.65663, 1.10122], [-3.45066, -0.62632, -1.56097], [-1.81372, -0.44336, -0.62725], [-2.55942, 1.64894, 0.40314], [-4.22934, 1.63972, -0.48684], [-1.49559, 1.20901, -1.99851], [-1.95024, 2.94913, -1.61459], [-4.38295, 1.69262, -2.68224], [-3.17002, 2.75164, -3.69534], [-4.56912, -0.74320, -3.79704], [-4.01953, -0.31517, -5.50936], [-5.06092, 0.86732, -4.55273], [-1.48520, -2.50753, -5.61593], [-0.94675, -3.18086, -8.02086], [2.49213, -5.47294, -6.89881], [2.23573, -4.93644, -4.40745], [2.78828, -2.05548, -4.77230], [3.19420, -0.27697, -4.73452], [2.07882, -0.99542, -6.09536], [1.28919, 0.75462, -1.93759], [2.16260, 1.30522, -3.43370], [0.37847, 1.67813, -3.27098], [3.06895, -0.58338, -1.86952], [4.00830, -2.12983, -1.81968], [-3.72208, 6.17815, 4.92105], [-3.59537, 4.74235, 5.41464], [-2.44474, 3.97655, 4.76039], [-2.55625, 3.79834, 3.24430], [-3.82370, 3.09408, 2.75934], [-3.95225, 1.66706, 3.26498], [-3.94578, 6.22019, 3.85263], [-4.53202, 6.68774, 5.44797], [-2.79896, 6.73479, 5.10229], [-4.54199, 4.21605, 5.25943], [-3.42690, 4.76132, 6.49563], [-2.36107, 2.99425, 5.23735], [-1.50457, 4.49548, 4.97856], [-1.68176, 3.23288, 2.89834], [-2.48947, 4.77636, 2.75629], [-3.81038, 3.07149, 1.66514], [-4.71007, 3.66883, 3.04321], [-3.09308, 1.06690, 2.95204], [-4.85346, 1.20427, 2.85431], [-4.02646, 1.62369, 4.35355], [7.96572, 2.41058, 3.84972], [6.85183, 2.46628, 4.88775], [6.14566, 1.12524, 5.09074], [5.42487, 0.57310, 3.85890], [4.36032, 1.49023, 3.25527], [3.20768, 1.78424, 4.20671], [7.58248, 2.15712, 2.85842], [8.45930, 3.38213, 3.77404], [8.71989, 1.66982, 4.12765], [6.13000, 3.24033, 4.61024], [7.28435, 2.77664, 5.84349], [5.43247, 1.22553, 5.91529], [6.88153, 0.38378, 5.42109], [4.95688, -0.38135, 4.13274], [6.16077, 0.33197, 3.08378], [3.95587, 1.00742, 2.35826], [4.81024, 2.42974, 2.92147], [2.71662, 0.85963, 4.52188], [2.46087, 2.41025, 3.71202], [3.54547, 2.31634, 5.09816]], "forces_ev_per_a": [[-0.6324, -0.0660, -0.2736], [-0.0764, 0.3008, -0.3526], [1.7093, 1.3025, 1.9909], [1.0392, 1.6422, -0.7395], [0.8069, -0.7989, 1.6747], [0.1735, 0.9692, 0.2634], [-0.6434, -0.7973, 0.6626], [-0.5809, 0.0750, 0.9116], [-0.2120, -0.1722, -0.2499], [-0.5021, 0.8426, 0.2449], [0.9037, -1.0507, -1.2674], [-0.6294, 0.9551, 1.2322], [1.9703, -0.6291, -0.1947], [-0.7962, -1.1595, 0.1841], [0.6646, 0.5374, 0.3031], [-0.7246, 0.2432, 0.2309], [-0.2662, -0.4728, -0.1239], [0.2168, -0.9124, -2.8587], [2.8532, -2.0755, -0.0407], [-0.0753, 0.3323, 1.5060], [-0.5499, 0.9853, 3.6022], [-0.2950, 0.3459, 1.4966], [-2.7032, 1.5457, -1.7817], [4.9470, 1.7121, 0.4136], [-0.6743, 0.9116, -1.7688], [0.3184, -0.6975, 0.9793], [1.3936, -0.1643, 0.6545], [-4.5592, -3.2530, -1.2529], [-0.6271, -0.1772, 0.2010], [-1.3631, -0.7844, -1.2237], [0.2408, -1.3833, 0.6065], [0.5035, 0.7512, -1.0513], [-0.0821, 0.7167, -1.3249], [-1.1678, 1.0228, -0.3663], [-0.0488, -1.3388, -0.9003], [1.0414, -0.2813, 0.8049], [1.3933, -0.1488, 0.1657], [-0.3189, 1.1972, -0.4390], [-0.3297, 0.9683, -1.0489], [-1.0453, -0.7381, -0.0024], [0.8423, 0.7823, -0.8951], [1.1124, -0.3364, 0.9737], [-1.3659, 0.3772, -0.6469], [1.1949, -0.4916, -0.4480], [0.7654, 0.1161, 1.0215], [-1.5031, 0.1610, -0.3815], [-1.1478, -0.2509, -1.0256], [1.3493, -0.3858, 0.0666], [-0.9038, 1.0136, 0.1720], [-0.6830, -1.0095, -0.3572], [1.0089, 0.5550, -0.5537], [-0.6821, -0.9012, 0.6454], [0.2102, 0.9259, -0.7906], [-0.0968, 0.6110, 1.3560], [0.9206, -0.8248, 0.0042], [1.1376, -0.8315, -0.2392], [1.0471, -0.6814, 1.0957], [-1.3009, 0.9846, 0.2959], [-0.9022, 0.4517, -0.9939], [-0.4756, 1.2843, -0.5059], [-0.8709, -0.6942, -0.6639], [0.4215, 0.1747, 1.2268], [-0.4029, 0.3834, -1.0930], [-1.2461, -0.4620, 0.4334], [0.6661, -1.1629, 0.2674], [0.3763, -0.7049, -0.5091], [-0.6953, 0.6549, 0.6746], [-0.1456, 0.0019, 0.0363], [0.1234, 0.0590, 0.0004], [-0.0072, -0.1385, 0.0708], [0.0073, 0.1351, -0.0730], [0.1118, 0.0748, -0.0341], [-0.1763, -0.0601, -0.0164], [0.0285, 0.0345, 0.0363], [0.0681, 0.0382, -0.0659], [-0.0358, -0.0110, -0.0496], [0.0380, -0.0243, 0.0096], [-0.0370, -0.0686, -0.0447], [0.0136, 0.0270, -0.0348], [-0.0474, -0.0087, -0.0014], [-0.0405, -0.0006, 0.0056], [0.0045, -0.0300, 0.0379], [-0.0458, 0.1001, 0.0591], [0.0396, 0.0078, 0.0023], [-0.0125, -0.0096, 0.0695], [0.0585, -0.0608, 0.0658], [0.0330, -0.0224, -0.0477], [-0.0086, 0.1471, -0.0169], [0.0716, -0.1092, 0.0036], [-0.0903, 0.0253, 0.1371], [0.1020, -0.0347, -0.1632], [-0.0327, -0.1195, 0.0589], [-0.0594, 0.1266, -0.0926], [0.0482, -0.0087, 0.0212], [0.0253, -0.0897, -0.0451], [-0.0345, 0.0125, -0.0510], [-0.0104, -0.0276, 0.0366], [-0.0896, 0.0065, -0.0265], [0.0168, -0.0345, -0.0460], [-0.0246, 0.0429, -0.0175], [-0.0155, 0.0507, 0.0340], [0.0122, 0.0189, 0.0417], [0.0447, 0.0379, -0.0195], [0.0347, -0.0464, 0.0074], [0.0295, 0.0434, 0.0423], [-0.0088, -0.0316, 0.0960], [-0.0370, -0.0488, -0.0236]], "lowdin_charge": [0.093, -0.090, -0.149, -0.061, -0.051, -0.288, -0.108, -0.161, -0.193, -0.199, -0.182, -0.202, -0.186, -0.159, -0.211, -0.257, -0.120, -0.117, -0.008, -0.111, 0.040, -0.119, -0.010, -0.174, 0.972, -0.257, -0.284, -0.297, 0.243, 0.053, 0.119, 0.134, 0.127, 0.123, 0.088, 0.100, 0.108, 0.102, 0.112, 0.063, 0.112, 0.105, 0.113, 0.107, 0.106, 0.094, 0.104, 0.118, 0.077, 0.114, 0.116, 0.129, 0.087, 0.097, 0.096, 0.090, 0.117, 0.116, 0.095, 0.032, 0.036, 0.051, 0.042, 0.046, 0.039, 0.125, 0.163, -0.112, -0.271, -0.229, -0.229, -0.272, -0.114, 0.065, 0.072, 0.076, 0.099, 0.106, 0.101, 0.110, 0.104, 0.102, 0.079, 0.104, 0.062, 0.068, 0.071, -0.113, -0.269, -0.226, -0.242, -0.276, -0.109, 0.063, 0.072, 0.077, 0.099, 0.108, 0.104, 0.112, 0.096, 0.099, 0.090, 0.100, 0.075, 0.068, 0.070]}